1.
C21H51O16P3 | ωB97M-V/def2-TZVPD

Geometry as XYZ:
```
91
Properties=species:S:1:pos:R:3:mulliken_charge:R:1
P 1.39 -9.06 2.61 0.85
P -0.24 -0.94 0.38 0.90
P 0.46 5.28 -5.23 0.98
O 3.81 1.95 -3.67 -0.64
O -1.07 -0.60 1.56 -0.70
O 1.15 -9.90 1.29 -0.27
O -0.06 5.29 -3.65 -0.34
O 2.88 -8.74 2.67 -0.71
O -0.19 3.42 3.10 -0.55
O 0.56 -2.33 0.43 -0.44
O 1.10 -1.64 6.49 -0.61
O -0.89 -0.41 -1.03 -0.35
O -0.34 4.14 -5.87 -0.74
O 1.08 0.01 0.50 -0.13
O -3.46 3.15 -2.43 -0.49
O 0.52 -7.83 2.09 -0.31
O 0.04 6.67 -5.91 -0.34
O 2.03 4.84 -5.48 -0.29
O 0.95 -9.99 3.85 -0.24
C 3.02 5.46 -4.69 -0.71
C -1.08 7.43 -5.62 -0.72
C 1.35 0.75 1.70 -0.28
C -0.34 -10.00 4.26 -0.77
C 2.96 1.58 -2.83 0.72
C -2.06 3.01 1.73 -0.51
C 0.95 -2.80 1.67 -0.46
C -1.42 3.34 3.06 0.57
C -4.29 4.04 -2.72 0.70
C -3.80 5.19 -3.71 -1.02
C 1.94 0.65 -3.07 -0.31
C 1.06 -6.52 1.92 -1.00
C 2.09 -10.95 1.02 -0.68
C -5.76 4.13 -2.35 -1.39
C 0.00 4.10 -2.83 -0.05
C -2.25 3.50 4.37 -1.22
C -1.74 0.76 -1.07 -0.42
C 1.22 -2.10 5.29 0.82
C -0.06 -2.66 4.53 -0.72
C 2.47 -2.17 4.50 -1.01
C 3.06 2.27 -1.42 -0.97
H -1.18 -10.00 3.49 0.32
H 1.07 1.21 -2.99 -0.06
H 3.91 4.74 -4.65 0.17
H 3.07 -10.41 0.62 0.24
H -1.93 7.15 -6.30 0.29
H -1.27 3.08 0.72 0.04
H -2.06 1.93 1.83 0.03
H -1.33 1.66 -1.20 0.01
H 0.19 -3.41 3.71 0.31
H -6.01 5.12 -2.03 0.37
H -1.71 4.18 5.01 0.34
H 1.56 0.23 2.33 -0.12
H 1.14 -3.90 1.40 0.02
H 2.60 -1.14 4.13 0.10
H -0.71 -3.10 5.19 0.55
H 3.31 6.26 -5.13 0.44
H 2.61 5.65 -3.67 0.28
H -0.58 -1.72 4.16 0.07
H 3.32 1.52 -0.80 0.50
H -3.31 4.02 4.20 0.29
H -1.59 7.38 -4.65 0.25
H 1.44 -5.95 2.67 0.50
H -4.62 5.34 -4.30 0.55
H 2.17 0.11 -4.04 0.34
H 1.61 -2.27 2.04 0.32
H 3.19 -2.51 5.18 0.46
H -6.30 3.81 -3.15 0.38
H 1.83 -11.55 0.03 0.21
H -0.96 8.43 -5.73 0.42
H 2.03 -6.58 1.22 0.32
H 2.14 1.54 1.55 0.21
H -2.41 0.80 -0.17 0.33
H 0.50 1.31 2.04 0.37
H 2.14 -11.44 1.91 0.38
H 4.01 2.93 -1.28 0.21
H -3.66 6.09 -3.23 0.40
H -0.65 -10.85 4.81 0.34
H -2.99 3.29 1.45 0.65
H 1.85 -0.18 -2.28 0.07
H 2.08 2.75 -1.10 0.24
H 0.29 -6.11 1.60 0.49
H -0.72 3.17 -3.42 0.24
H 1.06 3.77 -2.63 -0.18
H 2.54 -2.85 3.71 0.35
H -0.60 4.24 -1.92 0.21
H -2.66 2.69 4.83 0.36
H -2.32 0.64 -1.96 0.38
H -5.77 3.44 -1.54 0.37
H 0.10 -2.65 2.57 0.06
H -2.85 4.83 -4.29 0.11
H -0.59 -9.01 4.59 0.33
```

HOMO-LUMO gap	9.81	eV
relative energy (zero: lowest compared OMol25 entry of this formula, charge and spin)	263.03	kJ/mol
net charge	0
SMILES string	COP(=O)(OC)OC.COP(=O)(OC)OC.COP(=O)(OC)OC.CC(C)=O.CC(C)=O.CC(C)=O.CC(C)=O
LUMO energy	0.38	eV

***

2.
C15H31MnNO2P2 | ωB97M-V/def2-TZVPD

Geometry as XYZ:
```
52
Properties=species:S:1:pos:R:3:mulliken_charge:R:1
Mn -0.09 0.03 2.28 -0.71
P -0.30 2.27 1.83 1.55
P 0.31 -2.26 1.85 1.06
O -0.76 2.55 3.72 -0.55
O 0.44 1.24 5.08 -0.70
N 0.10 1.50 3.92 -0.12
C -0.65 -1.36 -2.25 -0.03
C 0.44 0.80 0.59 0.63
C -0.86 1.53 -2.10 -0.26
C 0.48 1.53 -2.28 -0.18
C -0.03 -0.75 0.52 0.06
C 1.97 -2.81 1.29 -1.27
C -1.82 0.79 -2.97 -1.12
C 1.18 0.85 -3.43 -0.86
C 0.07 -1.71 3.57 -1.36
C 1.01 3.49 1.89 -1.33
C -1.87 2.82 1.23 -1.42
C 0.70 -1.40 -2.25 -0.31
C -0.90 -3.51 1.35 -1.26
C 1.56 -0.62 -3.19 -1.13
C -1.47 -0.67 -3.30 -0.85
H -1.08 -0.85 0.19 0.61
H -0.98 -1.59 3.88 0.34
H -0.56 -3.98 0.42 0.36
H 0.41 -2.71 3.86 0.49
H 2.00 3.01 1.92 0.34
H -0.10 1.17 -0.26 -1.51
H 0.75 -1.01 4.12 0.48
H 0.91 4.16 2.76 0.37
H 1.26 -2.19 -1.75 0.48
H -1.85 -3.00 1.13 0.35
H 2.41 -3.57 1.98 0.44
H 0.55 0.93 -4.33 0.31
H -1.94 1.35 -3.91 0.34
H -2.51 3.12 2.07 0.40
H -1.25 -1.96 -1.57 0.60
H 1.87 -3.29 0.29 0.37
H 1.61 -1.14 -4.16 0.33
H -1.05 -4.30 2.11 0.43
H -0.91 -0.70 -4.25 0.27
H 2.10 1.44 -3.62 0.45
H 2.64 -1.94 1.17 0.31
H 1.53 0.85 0.46 0.51
H -1.35 2.28 -1.48 0.67
H 0.91 4.05 0.96 0.40
H -2.80 0.82 -2.47 0.34
H -2.40 -1.26 -3.42 0.46
H 1.15 2.14 -1.68 0.47
H -2.36 2.01 0.67 0.34
H 2.58 -0.64 -2.78 0.36
H 0.64 -1.14 -0.23 -0.30
H -1.66 3.65 0.55 0.35
```

⟨S²⟩	8.87
HOMO-LUMO gap (spin up / spin down)	3.72 / 5.51	eV
relative energy (zero: lowest compared OMol25 entry of this formula, charge and spin)	326.62	kJ/mol
spin multiplicity	6
net charge	0
LUMO energy (spin up / spin down)	0.11 / 0.05	eV

***

3.
C46H58CsGeN4O3S2 | ωB97M-V/def2-TZVPD

Geometry as XYZ:
```
115
Properties=species:S:1:pos:R:3:mulliken_charge:R:1
Cs 0.75 -0.56 0.52 1.79
Ge -2.55 0.34 1.57 0.52
S -2.80 4.10 -0.62 -0.31
S 2.89 6.45 1.04 -0.29
O 4.61 -0.78 2.37 -0.77
O 4.36 3.00 1.06 -0.82
O 2.48 -1.54 2.00 -0.84
N 1.33 4.60 1.83 -0.09
N -0.39 3.29 -0.67 -0.02
N 2.44 2.55 -1.88 -0.53
N 2.85 1.25 0.70 -0.08
C 1.45 -1.93 -3.51 0.00
C 0.85 5.06 0.62 -0.61
C -1.57 2.98 -1.11 0.33
C -4.39 0.52 0.86 -1.28
C -5.40 1.88 6.15 -0.55
C -2.88 -2.34 -3.65 -2.24
C 1.71 -2.97 -2.58 -0.27
C 2.35 -1.10 -4.45 2.80
C -0.40 4.48 0.05 -0.40
C 2.68 -5.02 -1.46 -2.37
C -3.37 2.70 5.08 0.94
C 2.87 0.84 2.11 -0.78
C -3.09 -3.72 2.73 -0.64
C -1.86 1.78 -1.97 0.39
C 1.55 6.06 0.05 -0.06
C 4.03 -3.95 -3.19 -1.99
C -1.42 2.54 3.09 -0.47
C 3.68 -2.82 -0.97 -1.50
C -3.24 -2.49 2.09 -0.01
C -4.53 0.76 4.19 -0.30
C -4.37 2.78 6.09 -0.87
C -1.63 5.06 0.17 -0.11
C 3.73 2.45 -1.17 -0.65
C 0.03 -1.75 -3.54 -0.23
C 2.41 5.25 2.18 0.78
C -2.45 1.63 3.07 0.22
C 1.56 0.09 -5.01 -2.13
C 3.65 2.23 0.34 0.12
C -2.46 -1.40 2.47 0.42
C 3.01 -3.65 -2.08 2.98
C -0.59 -2.65 -2.66 -0.64
C -1.49 -1.57 3.47 -0.63
C -5.47 0.85 5.18 -0.95
C 3.57 -0.49 -3.74 -1.11
C -1.33 -2.80 4.09 -0.61
C -3.45 1.69 4.10 0.68
C -2.56 -2.06 -1.22 -0.59
C 3.39 -0.64 2.18 0.62
C -2.08 -2.84 -2.44 3.11
C -2.14 -3.87 3.73 -0.50
C -2.30 3.63 5.05 -0.93
C 0.45 -3.39 -2.06 -0.33
C 3.17 5.03 3.45 -1.25
C 2.79 -1.92 -5.68 -1.83
C -2.41 -4.32 -2.22 -2.14
C -1.34 3.54 4.09 -1.14
H -3.50 -4.47 -2.14 0.43
H -0.85 -0.74 3.76 0.34
H 1.98 1.65 -1.77 -0.05
H -0.63 2.51 2.35 0.61
H 4.08 4.48 3.21 0.27
H -2.35 2.08 -2.91 0.50
H 3.50 -2.70 -5.43 0.25
H 0.76 -0.23 -5.68 0.40
H -0.50 4.22 4.07 0.53
H -4.29 3.56 6.84 0.37
H -2.03 -4.93 -3.04 0.46
H -3.63 -2.22 -1.01 0.44
H 3.43 5.97 3.93 0.44
H -2.40 -0.99 -1.38 -0.65
H 3.56 -4.53 -3.99 0.32
H 4.31 3.36 -1.35 0.25
H -2.74 -1.27 -3.80 0.22
H 2.12 -5.64 -2.16 0.42
H -4.84 1.37 1.36 0.46
H 4.62 -3.28 -0.63 0.47
H 1.37 6.55 -0.89 0.46
H 1.13 0.70 -4.21 0.21
H 1.91 -2.39 -6.14 0.30
H 4.22 0.01 -4.48 0.55
H 4.17 -1.23 -3.22 0.13
H 4.46 -3.05 -3.62 0.29
H -2.53 1.08 -1.46 -0.52
H 2.57 4.42 4.13 0.22
H -0.57 -2.92 4.85 0.41
H -1.88 5.97 0.69 0.50
H 3.62 -5.53 -1.20 0.48
H 3.25 0.26 -3.02 -0.38
H 1.84 3.18 -1.37 0.35
H -3.71 -4.56 2.43 0.39
H -1.99 -2.35 -0.33 0.13
H -2.01 -4.84 4.21 0.36
H 3.89 -1.80 -1.29 -0.04
H -4.95 -0.39 1.07 0.48
H 3.52 1.45 2.73 0.36
H -4.59 -0.05 3.47 0.16
H -4.41 0.69 -0.22 0.39
H 3.26 -1.26 -6.43 0.47
H 2.10 -4.91 -0.54 0.32
H -6.28 0.13 5.23 0.42
H -0.93 1.26 -2.21 -0.28
H 2.24 0.74 -5.58 0.51
H 1.84 0.83 2.54 0.08
H 4.85 -4.54 -2.77 0.48
H -2.25 4.39 5.82 0.34
H -0.50 -1.05 -4.18 0.12
H 0.29 -4.16 -1.31 -0.07
H 3.02 -2.75 -0.10 0.24
H 4.28 1.61 -1.61 0.21
H -6.14 1.95 6.93 0.38
H -1.96 -4.69 -1.29 0.27
H -3.95 -2.54 -3.51 0.46
H -2.54 -2.85 -4.56 0.49
H -3.96 -2.39 1.29 0.05
```

⟨S²⟩	0.75
HOMO-LUMO gap (spin up / spin down)	4.64 / 3.78	eV
relative energy (zero: lowest compared OMol25 entry of this formula, charge and spin)	106.41	kJ/mol
spin multiplicity	2
net charge	-2
LUMO energy (spin up / spin down)	3.32 / 2.47	eV

***

| no. | energy (Ha) |
| --- | --- |
| 1 | -3058.3965 |
| 2 | -2628.5238 |
| 3 | -5125.8460 |